(1)
One molecule with the formula C4H7OP in a non-equilibrium geometry. Source: the OMol25 dataset; level of theory: the ωB97M-V functional and the def2-TZVPD basis.

SMILES: C=C(C)C(=O)P
HOMO energy: -9.04 eV
E_LUMO: 0.7 eV
Relative energy (zero: lowest compared OMol25 entry of this formula, charge and spin): 51.8 kcal per mole
Multiplicity: 1
Frontier orbital gap: 9.74 eV

XYZ file:
```
13
Properties=species:S:1:pos:R:3:forces:R:3
P -2.56989 -0.74909 -0.72818 2.16 -1.45 -1.20
C 0.16704 0.31251 -0.37604 -3.68 0.97 -0.48
H 1.64133 -0.49417 -1.40958 2.08 -0.22 0.03
H 1.89306 1.40566 0.51380 -1.64 -0.92 0.33
C -1.47093 0.64746 -0.21269 3.30 -2.12 -1.02
H 1.35464 -0.17430 1.30749 -0.49 1.48 -0.52
H -2.10651 -1.32515 0.48616 -0.17 -0.36 -0.21
H 0.26119 -0.65966 -2.30662 -2.50 -1.00 -2.82
H 0.28731 1.29436 1.43603 0.29 0.33 0.36
C 0.96390 0.76937 0.77460 2.11 -0.77 0.76
H -3.58848 -0.17981 -0.13629 -2.40 1.13 1.18
C 0.62194 -0.29438 -1.44940 1.29 0.91 2.69
O -1.87108 1.57590 0.38221 -0.36 2.03 0.90
```
Positions in Å, forces in eV/Å.

Calculated atomic charges, method Löwdin, unit e: 0.865 -0.326 0.051 0.114 -0.640 0.111 -0.066 0.020 0.057 -0.087 -0.157 0.033 0.024



(2)
A 2-piece molecular cluster, C3H8INO2S overall in a non-equilibrium geometry. Source: the OMol25 dataset; level of theory: the ωB97M-V functional and the def2-TZVPD basis.

HOMO energy: -8.89 eV
E_LUMO: -0.6 eV
Relative energy (zero: lowest compared OMol25 entry of this formula, charge and spin): 10.3 kcal per mole
Multiplicity: 1
Frontier orbital gap: 8.30 eV

XYZ file:
```
16
Properties=species:S:1:pos:R:3:forces:R:3
H 1.95601 1.98492 1.57443 0.07 -0.04 -0.02
H -1.56862 -3.17818 -1.01829 -0.03 -0.03 -0.06
C -0.92646 -1.20748 -1.07576 1.79 2.01 1.44
C -1.03802 -2.48116 -0.36173 0.00 -0.02 0.34
H -0.05814 -2.91271 -0.16097 0.05 -0.04 -0.03
S 0.36636 1.57315 -0.16983 0.18 0.03 0.66
N 0.43486 -0.03904 0.15192 -2.45 -1.44 -1.39
I 2.26300 -0.76636 -0.07791 1.04 -0.75 -0.03
O -1.01435 1.90324 -0.36056 -0.49 -0.02 0.09
H -1.71661 -0.47547 -1.00912 -0.13 0.02 -0.06
H 0.30219 1.70766 2.19990 -0.09 -0.04 0.08
H -0.33583 -1.17630 -1.97943 0.07 0.05 -0.09
C 0.90107 2.20123 1.44565 -0.22 -0.17 -0.76
H 0.72709 3.26932 1.44950 -0.01 0.21 -0.05
O 1.30785 1.97681 -1.17171 0.18 0.26 -0.10
H -1.60042 -2.37964 0.56390 0.03 -0.03 -0.02
```
Positions in Å, forces in eV/Å.

Calculated atomic charges, method Löwdin, unit e: 0.038 0.097 -0.003 -0.142 0.049 0.356 -0.754 0.874 -0.330 0.074 0.059 0.081 -0.156 0.062 -0.391 0.087



(3)
C14H31N2O6S2 as an isolated structure. Source: the OMol25 dataset; level of theory: the ωB97M-V functional and the def2-TZVPD basis.

HOMO energy: -5.43 eV
Charge: -1
E_LUMO: 2.7 eV
Multiplicity: 1
Frontier orbital gap: 8.08 eV

XYZ file:
```
55
Properties=species:S:1:pos:R:3:forces:R:3
C 3.36569 0.44029 -2.03040 0.03 -0.03 0.03
C -0.76823 3.63928 0.48990 -0.01 -0.06 -0.01
H -0.79420 2.67469 -0.01674 0.00 -0.01 -0.01
H 0.73100 -3.69912 -2.83150 -0.01 -0.04 0.02
H -1.59657 -4.23992 -2.25219 -0.05 -0.09 -0.01
C -2.67028 -0.46054 3.36952 0.02 0.02 0.02
H -1.22003 -5.97938 -2.22849 0.11 0.00 0.03
H -1.67809 -0.89326 0.81100 0.07 -0.04 -0.01
H -0.39484 0.88171 2.26196 -0.02 0.01 0.08
H 4.89025 1.97431 -1.96726 0.00 0.00 0.00
O 0.96453 -5.35644 -0.19631 -0.17 -0.06 -0.08
S 0.11363 -2.42733 1.00039 -0.24 -0.02 -0.05
H 2.29872 2.68424 -3.40014 0.00 0.00 0.00
H -1.80672 5.13690 -0.71717 0.00 0.00 0.01
H -3.07592 5.78156 1.60909 0.00 0.00 -0.01
H 1.18204 -5.39978 -2.74274 -0.04 0.00 -0.01
H -2.11358 -2.43297 1.58846 -0.06 0.08 -0.01
S -0.37642 -4.82708 -0.35391 0.08 0.09 0.07
H -1.35027 6.14963 1.47001 0.01 0.00 0.00
O -0.81343 3.41338 1.90143 0.04 0.02 0.05
H 3.29523 3.73224 -2.37382 0.00 0.00 -0.01
N -0.02739 -4.97044 -4.39937 -0.04 0.03 -0.04
H 0.17677 4.12395 0.23000 0.01 0.02 0.00
C -1.96414 4.52888 0.17324 0.02 0.02 -0.01
H -0.83338 -4.39876 -4.62964 0.04 0.02 -0.01
O 1.00257 -1.37841 0.53381 0.01 -0.06 0.05
H -0.98730 -1.78191 3.64058 0.04 0.07 0.01
H 0.71418 -4.68932 -5.03093 -0.02 -0.02 0.04
H -3.16190 -1.14062 4.06890 -0.01 0.00 -0.06
H 0.77967 -0.27682 2.87949 -0.04 0.00 -0.01
H -3.33158 -0.35137 2.50555 0.04 0.05 0.02
H -2.63901 3.73485 2.81082 0.00 -0.01 0.00
O -1.42507 -5.50328 0.38543 0.00 0.04 -0.06
H 3.08841 1.11855 0.01298 -0.01 0.02 0.01
O 2.15375 2.35446 -1.36594 -0.04 0.00 0.02
H 4.05931 -0.31340 -1.66142 -0.01 -0.01 0.00
C -0.80899 -4.97792 -2.08908 -0.01 0.04 0.07
C 2.92941 2.71022 -2.50218 0.02 0.02 0.00
H 4.41487 1.55496 -3.61966 0.00 0.00 0.00
O 0.57679 -3.24174 2.10478 0.05 0.08 -0.11
C 2.51623 1.03336 -0.91563 0.01 -0.03 -0.07
H -2.86110 3.92427 0.02245 0.00 -0.01 0.00
C -1.38198 -1.62207 1.57019 -0.01 -0.09 0.21
H -0.26677 0.61069 4.00638 0.03 0.00 -0.04
H -2.60066 0.51833 3.85248 0.01 -0.07 0.01
C -2.08858 5.34461 1.45960 -0.01 -0.01 0.00
C 4.04931 1.68095 -2.60023 -0.01 0.00 0.00
C -0.22400 0.12125 3.02866 0.04 0.01 -0.06
H -1.29136 4.71832 3.41091 0.00 0.00 0.00
C 0.37089 -4.72013 -3.00517 0.02 0.04 0.02
H 2.72769 -0.02640 -2.78385 0.00 0.01 0.00
H 1.62358 0.44871 -0.71223 -0.04 0.06 0.05
C -1.74506 4.29577 2.51220 -0.02 0.03 -0.03
N -0.45189 -3.24147 -0.23970 0.30 -0.05 -0.04
C -1.27580 -0.98048 2.95548 -0.09 -0.07 -0.04
```
Positions in Å, forces in eV/Å.

Calculated atomic charges, method Löwdin, unit e: -0.165 -0.196 0.120 0.108 0.092 -0.077 0.099 0.105 0.069 0.109 -0.346 0.503 0.112 0.108 0.106 0.103 0.103 0.500 0.110 -0.150 0.110 -0.027 0.116 -0.170 0.054 -0.354 0.124 0.052 0.069 0.070 0.068 0.115 -0.360 0.122 -0.155 0.114 -0.272 -0.229 0.104 -0.329 -0.186 0.112 -0.246 0.075 0.062 -0.176 -0.179 -0.078 0.114 -0.326 0.115 0.090 -0.215 -0.352 -0.445



(4)
A 2-piece molecular cluster, CH2O2S3 overall in a non-equilibrium geometry. Source: the OMol25 dataset; level of theory: the ωB97M-V functional and the def2-TZVPD basis.

HOMO energy: -9.88 eV
E_LUMO: -1.0 eV
Relative energy (zero: lowest compared OMol25 entry of this formula, charge and spin): 91.0 kcal per mole
Multiplicity: 1
Frontier orbital gap: 8.86 eV

XYZ file:
```
8
Properties=species:S:1:pos:R:3:forces:R:3
O -1.73107 0.72481 -1.22288 -0.89 1.23 -1.19
H 1.00363 0.90504 -1.52272 -1.16 -2.13 3.78
C 0.56416 0.06676 -0.11778 -1.89 2.65 -3.27
O -1.98418 -1.24674 0.12966 0.28 -0.66 1.25
S 1.52817 -1.22526 0.43351 0.83 -0.28 0.47
H 2.16428 -0.34512 1.22427 0.43 -0.52 0.19
S -1.26805 -0.05314 -0.14360 2.45 0.58 -0.60
S -0.27693 1.17364 1.21952 -0.04 -0.88 -0.63
```
Positions in Å, forces in eV/Å.

Calculated atomic charges, method Löwdin, unit e: -0.359 0.248 -1.144 -0.304 0.718 -0.108 0.330 0.619



(5)
An isolated ion of composition C3H10N3 and charge +1 in a non-equilibrium geometry. Source: the OMol25 dataset; level of theory: the ωB97M-V functional and the def2-TZVPD basis.

HOMO energy: -11.00 eV
Charge: +1
E_LUMO: -3.4 eV
Relative energy (zero: lowest compared OMol25 entry of this formula, charge and spin): 94.9 kcal per mole
Multiplicity: 1
Frontier orbital gap: 7.58 eV

XYZ file:
```
16
Properties=species:S:1:pos:R:3:forces:R:3
H -1.53950 1.05864 -0.90219 -2.04 -1.63 1.03
H -2.89545 -0.08814 -0.81801 -1.79 0.15 -1.07
C -1.31429 -1.00846 -0.07520 0.45 0.87 -1.32
N 1.84527 -0.73596 -0.58596 1.25 -3.63 -1.23
H 1.50881 -1.71751 -0.78397 0.52 1.57 0.48
H 2.84031 -0.60315 -0.88548 -1.56 0.46 0.48
H -0.52412 0.34204 1.44150 -0.06 0.00 0.64
H -2.34399 0.62377 0.61132 -0.27 -0.18 -1.79
N 1.52006 1.29791 0.35754 -0.40 -1.13 -0.22
N -2.11251 0.27514 -0.35997 3.16 2.17 1.62
H -1.06098 -1.27713 -1.16556 0.52 -0.04 1.68
C 1.14624 -0.03276 0.24558 -0.36 3.64 0.31
C -0.14039 -0.49960 0.88864 -0.28 -1.07 -1.87
H 2.18999 1.75984 -0.24987 0.14 -0.80 -0.09
H 0.98716 2.01645 0.81518 -0.44 -0.57 0.64
H -0.10660 -1.41109 1.46646 1.17 0.19 0.70
```
Positions in Å, forces in eV/Å.

Calculated atomic charges, method Löwdin, unit e: 0.187 0.103 -0.198 0.190 0.172 0.172 0.092 0.155 0.178 0.026 0.066 -0.328 -0.162 0.127 0.114 0.105



(6)
A 13-piece molecular cluster, C13H52N26O13 overall in a non-equilibrium geometry. Source: the OMol25 dataset; level of theory: the ωB97M-V functional and the def2-TZVPD basis.

HOMO energy: -9.06 eV
E_LUMO: 0.2 eV
Relative energy (zero: lowest compared OMol25 entry of this formula, charge and spin): 351.8 kcal per mole
Multiplicity: 1
Frontier orbital gap: 9.24 eV

XYZ file:
```
104
Properties=species:S:1:pos:R:3:forces:R:3
H 19.63358 24.08933 -24.26227 0.41 0.05 0.36
H 20.79819 25.99499 -27.23562 1.25 -0.12 -0.60
O 24.67509 33.35754 -34.01147 0.64 -2.35 0.22
O 19.58375 28.15713 -37.80401 0.87 -1.03 0.49
O 13.65313 26.03072 -29.43425 -4.96 -0.32 -2.99
H 23.16443 24.93374 -31.96335 0.30 -0.92 -0.11
H 14.15969 34.54744 -24.86462 -0.26 0.10 -0.38
O 16.02827 35.94332 -25.23721 6.05 -1.53 -0.75
N 15.55755 25.27320 -28.75089 2.93 -3.89 -0.43
O 22.06520 26.97205 -32.87671 0.31 -0.70 -0.01
N 19.05700 30.12732 -38.44721 -0.74 3.83 -4.93
H 15.22013 38.24212 -24.61887 -0.40 -0.03 -0.45
H 13.01301 35.82566 -24.76131 0.36 -0.26 0.01
N 14.88786 27.17373 -28.02644 -0.11 4.99 2.97
H 23.51965 31.47901 -24.51617 -0.72 0.19 -0.13
H 15.62996 27.23509 -27.34408 -0.12 -0.37 -0.30
N 14.55181 29.54715 -34.87574 1.29 5.50 -3.88
N 13.93101 35.51450 -25.04514 -4.46 -4.58 0.00
H 27.03224 28.50338 -28.28866 1.01 -0.50 0.71
N 25.02536 28.25790 -29.05155 -2.24 1.31 -1.11
H 27.44573 26.82882 -27.77779 -0.02 0.44 -0.13
O 25.71636 32.78471 -27.65873 0.59 -5.09 7.34
H 25.63388 31.43350 -22.09326 0.39 0.97 -0.18
C 19.02916 30.93217 -29.06190 -1.26 3.14 2.89
H 21.60179 35.45530 -24.41138 0.34 0.19 -0.34
O 22.34445 37.82473 -23.93897 1.58 -0.06 0.21
C 25.72235 27.19230 -28.70974 -1.47 -5.01 -2.36
N 10.55577 31.99304 -29.72405 0.59 0.71 -2.04
N 24.04592 31.22385 -34.07161 -6.26 -4.89 0.34
H 17.92998 32.02638 -27.75381 -0.13 -0.14 -0.33
N 23.14947 31.10034 -23.65613 -5.30 1.34 -4.28
N 10.19398 30.94191 -27.88257 -2.02 -1.87 1.78
C 11.12890 31.46434 -28.65795 2.20 1.01 2.43
C 20.07903 25.23362 -25.73652 -4.61 2.44 0.21
H 9.57640 31.78601 -29.85850 0.55 0.79 -0.80
H 14.80219 30.52373 -34.93672 0.02 -0.09 -0.91
H 19.24641 29.65081 -39.31735 -0.51 0.96 -0.46
N 26.49591 34.24910 -29.00507 6.96 5.14 -2.03
H 14.37985 28.97710 -35.69156 0.21 0.59 0.37
N 22.73511 24.81673 -32.87005 4.41 -4.85 5.08
H 16.43457 25.38355 -28.26226 -0.29 -0.21 -0.14
H 25.31603 29.13969 -28.65398 -0.54 0.08 -0.60
H 15.32236 24.42039 -29.23823 0.56 0.09 0.15
H 21.25494 23.94362 -24.86359 -0.50 -0.19 0.43
N 18.78857 29.94880 -29.75616 -2.11 -7.68 -5.77
C 24.09435 30.71228 -22.87359 -1.03 -4.48 1.23
N 20.98035 36.18937 -24.71969 0.02 -3.21 -0.60
H 19.48223 29.61590 -30.41047 -0.45 -0.21 0.13
H 18.58708 31.00788 -38.29263 0.29 -0.20 -0.74
H 24.26926 30.24797 -33.93788 0.01 0.24 0.02
N 26.12291 31.60549 -34.16066 4.77 -0.29 -0.42
H 17.80228 29.73317 -29.78521 0.63 -1.04 -1.05
N 14.09222 27.85943 -33.81901 -0.75 -1.85 2.78
H 22.25473 30.63406 -23.70215 0.55 -0.39 -0.22
N 20.40759 24.48617 -24.77562 0.38 -4.51 6.29
H 11.18224 32.61867 -30.21008 -0.84 -0.07 -0.64
H 21.19269 26.18787 -34.92141 -0.15 -0.04 -0.18
H 9.26847 30.87830 -28.28193 0.13 -0.35 0.76
H 20.03231 35.85307 -24.62905 -0.02 0.11 -0.18
H 26.79273 32.36142 -34.15732 0.32 -0.23 -0.21
H 23.08979 31.47188 -33.86094 0.16 0.07 -0.25
O 20.10490 31.34567 -28.90123 5.67 3.13 1.39
C 21.24400 37.38978 -24.19173 3.13 -0.61 0.01
C 14.93254 36.31099 -25.12830 -1.12 1.72 1.17
H 20.30301 38.99282 -23.58729 -0.38 -0.25 -0.19
H 18.70226 30.67920 -36.29262 0.20 -0.27 0.78
N 21.67635 25.43441 -34.45403 -4.47 1.79 -7.01
H 10.39527 30.50068 -26.99662 0.06 0.07 -0.44
H 13.68383 27.62176 -34.71166 -0.50 -0.64 0.99
H 17.01910 30.96035 -28.79262 0.13 0.49 0.46
N 19.12837 29.76483 -36.34215 -0.78 2.16 5.86
C 19.30327 29.31920 -37.51248 0.70 -5.69 -0.70
H 21.93451 24.74888 -35.14938 0.54 -0.16 0.81
H 22.63232 23.99059 -33.44194 0.61 -0.26 1.30
H 24.56362 28.16281 -29.94477 -0.37 0.56 0.36
N 24.88327 31.68528 -22.72040 5.30 3.43 2.01
O 12.29426 31.62082 -28.27464 -0.63 -0.32 -1.00
C 25.60405 33.50394 -28.53952 -2.96 0.22 -3.35
O 24.19284 29.59653 -22.40126 0.34 -0.81 1.04
H 13.73974 27.63084 -32.90054 -0.65 -1.69 -0.39
C 22.19515 25.82870 -33.34280 -1.50 5.28 0.13
O 14.63080 29.69699 -32.60848 -0.06 1.32 1.01
N 20.19249 38.08314 -24.01200 -4.60 2.93 0.81
H 27.33789 34.38863 -28.46498 -0.08 -0.04 -0.40
H 24.59722 32.61782 -22.98239 0.50 -0.25 0.47
H 19.30725 37.61786 -24.15325 -0.13 0.86 0.24
H 19.10689 29.14869 -35.54215 0.00 0.22 -0.24
H 13.56045 37.73654 -25.01445 0.53 0.63 0.31
H 26.26931 30.94084 -34.90693 0.12 -0.08 0.20
H 24.58262 34.17621 -30.13936 -0.50 -0.30 0.31
N 20.99347 25.23323 -26.60183 3.46 1.62 -5.50
C 24.92220 32.10995 -34.07556 0.21 7.50 0.18
O 25.46742 25.99630 -29.03308 -0.23 2.07 0.63
C 14.39501 29.16650 -33.65578 0.49 -3.15 0.08
H 14.16223 27.86731 -27.91458 0.17 -0.05 -0.13
N 26.80828 27.53280 -28.12155 3.76 1.07 2.50
N 24.56883 33.56655 -29.33423 -4.64 -0.33 -2.32
C 14.60890 26.15848 -28.77731 1.90 -0.20 0.89
N 14.54683 37.54713 -24.90828 -0.63 3.97 0.12
N 17.89940 31.37933 -28.52872 -2.49 2.28 2.23
H 26.42331 34.63268 -29.93657 0.36 0.13 0.54
O 19.02442 25.86521 -25.79520 -0.47 0.11 -0.39
H 21.89957 24.87855 -26.33113 0.03 0.63 -0.89
H 23.74565 33.01037 -29.15216 0.20 0.16 -0.12
```
Positions in Å, forces in eV/Å.

Results of the Löwdin charge analysis, in e, for atoms 1 through 99: 0.130 0.135 -0.031 0.003 0.077 0.140 0.127 0.088 0.162 0.002 0.168 0.117 0.110 0.169 0.117 0.114 0.141 0.161 0.115 0.158 0.128 0.103 0.130 -0.900 0.108 0.035 -0.754 0.151 0.182 0.115 0.141 0.142 -0.741 -0.860 0.105 0.119 0.133 0.168 0.115 0.179 0.111 0.108 0.118 0.117 0.181 -0.846 0.153 0.140 0.121 0.129 0.146 0.119 0.132 0.119 0.167 0.123 0.114 0.097 0.096 0.112 0.135 0.081 -0.803 -0.861 0.129 0.116 0.138 0.117 0.096 0.102 0.188 -0.859 0.120 0.131 0.120 0.171 0.005 -0.915 0.040 0.112 -0.827 0.071 0.167 0.130 0.128 0.113 0.132 0.104 0.114 0.107 0.179 -0.787 -0.036 -0.787 0.117 0.162 0.166 -0.868 0.155